# 1
{"formula": "C42H51N4O2STeW", "method": "wB97M-V/def2-TZVPD", "multiplicity": 2, "energy_ha": -2733.3805, "total_charge": 2, "de_lowest_kcal_mol": 7.7, "symbols": ["W", "C", "N", "C", "C", "C", "C", "C", "C", "C", "C", "H", "H", "H", "H", "H", "H", "H", "H", "H", "H", "H", "H", "C", "N", "C", "C", "O", "H", "H", "H", "H", "H", "H", "H", "C", "C", "C", "C", "C", "C", "Te", "N", "C", "O", "C", "C", "C", "C", "C", "C", "C", "C", "C", "C", "C", "C", "C", "C", "C", "C", "C", "C", "H", "H", "H", "H", "H", "H", "H", "H", "H", "H", "H", "H", "H", "H", "H", "H", "H", "H", "H", "H", "H", "H", "H", "H", "H", "H", "H", "S", "C", "N", "C", "C", "C", "C", "H", "H", "H", "H", "H"], "xyz": [[0.07660, 0.38828, -0.43593], [-1.28488, 3.06568, 0.57360], [0.00625, 2.56211, 0.03421], [1.06199, 2.89420, 1.03892], [0.33784, 3.27706, -1.23651], [1.42372, 2.52775, -1.95940], [2.24478, 3.14627, -2.89615], [3.21555, 2.41023, -3.55555], [3.38629, 1.05743, -3.27381], [2.57032, 0.43786, -2.34191], [1.57052, 1.16318, -1.68450], [-1.20761, 4.14291, 0.73680], [-1.50270, 2.57164, 1.51901], [-2.09184, 2.87583, -0.12958], [1.06753, 3.97483, 1.19515], [2.03377, 2.57148, 0.67543], [0.83366, 2.39204, 1.97521], [0.63029, 4.30373, -1.00134], [-0.56859, 3.31537, -1.84225], [2.13310, 4.20412, -3.10268], [3.85753, 2.89603, -4.27812], [4.16660, 0.49571, -3.77080], [2.73892, -0.60730, -2.10480], [0.78824, -3.62416, 0.22386], [1.08183, -3.44223, -1.20242], [1.84673, -4.50823, -1.85027], [0.69267, -2.39540, -1.86552], [0.01150, -1.46110, -1.35066], [0.25684, -4.56551, 0.35386], [0.17470, -2.80963, 0.59493], [1.72750, -3.66283, 0.77550], [2.81557, -4.60210, -1.36270], [1.99047, -4.27758, -2.90277], [1.30588, -5.44814, -1.75530], [0.95599, -2.35359, -2.92338], [-3.19269, -5.79685, 2.96945], [-2.74341, -4.37086, 3.12961], [-2.81934, -3.46258, 2.08191], [-2.44199, -2.13292, 2.24573], [-2.55132, -1.21539, 1.06548], [-1.94677, -1.69325, 3.47623], [-1.43238, 0.34685, 3.71349], [0.95885, -0.09219, 1.00070], [1.65715, -0.69565, 2.09333], [1.01768, -1.24518, 2.94749], [3.13505, -0.66505, 2.00275], [3.85046, -1.34548, 2.98793], [5.23366, -1.34106, 2.95484], [5.90444, -0.65908, 1.94657], [5.19356, 0.02292, 0.96731], [3.80856, 0.01974, 0.99326], [-2.60465, 0.73063, 5.43429], [-1.99942, 1.21395, 6.59527], [-0.53040, 1.51214, 6.74086], [-2.79352, 1.41790, 7.72352], [-4.15140, 1.15500, 7.72917], [-4.98978, 1.39233, 8.95336], [-4.72801, 0.68276, 6.55452], [-3.98659, 0.47065, 5.40020], [-4.71074, -0.04310, 4.18503], [-1.80847, -2.60583, 4.53122], [-1.20958, -2.24725, 5.86248], [-2.22561, -3.92085, 4.33500], [-3.61357, -5.97208, 1.97983], [-3.95431, -6.04808, 3.70805], [-2.36214, -6.48943, 3.11513], [-3.21045, -3.78990, 1.12336], [-2.96172, -1.73111, 0.19628], [-1.53518, -0.88520, 0.81439], [-3.13131, -0.31388, 1.26253], [3.30995, -1.86055, 3.77115], [5.79145, -1.86345, 3.72009], [6.98618, -0.65433, 1.92830], [5.71998, 0.56223, 0.19118], [3.25329, 0.55985, 0.23797], [0.02568, 1.38450, 5.81425], [-0.08885, 0.85314, 7.49097], [-0.38877, 2.53636, 7.08698], [-2.32194, 1.79100, 8.62638], [-4.36909, 1.58635, 9.82637], [-5.62423, 0.53185, 9.16686], [-5.64499, 2.25315, 8.80902], [-5.79324, 0.47994, 6.53343], [-5.77713, 0.15517, 4.27531], [-4.57800, -1.12117, 4.06912], [-4.34374, 0.43417, 3.27412], [-0.43665, -1.48553, 5.75518], [-0.76814, -3.13020, 6.32233], [-1.96656, -1.85472, 6.54467], [-2.12398, -4.62054, 5.15788], [-2.04139, 0.89818, -1.79490], [-1.92869, 0.08868, -3.32299], [-3.07474, -0.44800, -3.79955], [-3.19723, -1.03161, -5.01025], [-2.10986, -1.11767, -5.83334], [-0.89839, -0.58177, -5.38581], [-0.80373, 0.01462, -4.14497], [-3.89381, -0.38106, -3.20468], [-4.17831, -1.40363, -5.26688], [-2.20356, -1.57686, -6.80555], [-0.02839, -0.61758, -6.02933], [0.12023, 0.46314, -3.80266]]}

***

# 2
{"formula": "C42H52CaN5PSSiTe", "method": "wB97M-V/def2-TZVPD", "energy_ha": -3880.2265, "total_charge": -2, "de_lowest_kcal_mol": 28.3, "symbols": ["Ca", "C", "C", "N", "N", "C", "N", "S", "C", "C", "C", "C", "C", "N", "H", "H", "H", "H", "H", "H", "H", "H", "H", "H", "C", "C", "C", "P", "C", "C", "C", "C", "C", "C", "C", "C", "C", "C", "N", "C", "C", "C", "C", "C", "C", "C", "C", "C", "H", "H", "H", "H", "H", "H", "H", "H", "H", "H", "H", "H", "H", "H", "H", "H", "H", "H", "H", "H", "H", "H", "H", "H", "H", "H", "H", "H", "H", "H", "H", "Te", "C", "C", "C", "C", "C", "C", "Si", "C", "C", "C", "C", "C", "C", "H", "H", "H", "H", "H", "H", "H", "H", "H", "H", "H"], "xyz": [[0.23044, 0.32071, 0.19370], [-0.35437, -3.67482, -2.30302], [-0.55056, -2.32529, -1.66306], [0.44546, -1.78534, -0.90957], [1.69403, -2.33498, -1.15770], [2.72269, -2.12191, -0.36744], [3.94288, -2.60668, -0.82230], [2.62126, -1.31828, 1.11954], [-1.71300, -1.61460, -1.83797], [-2.88563, -2.04587, -2.57679], [-3.83498, -1.17823, -2.95162], [-3.67831, 0.27415, -2.69600], [-2.62973, 0.52074, -1.68783], [-1.73374, -0.30538, -1.28838], [0.11427, -4.36514, -1.59673], [0.29188, -3.60942, -3.18462], [-1.29853, -4.09999, -2.62999], [1.88992, -2.63712, -2.10863], [4.05681, -2.53726, -1.82706], [4.70236, -2.16794, -0.32424], [-2.99685, -3.09427, -2.82424], [-4.70578, -1.50894, -3.50486], [-4.60572, 0.76880, -2.41353], [-2.60828, 1.52464, -1.26274], [-3.61561, -0.87436, 4.17768], [-2.87674, -1.04657, 2.85136], [-3.49194, -0.10536, 1.81598], [-1.02738, -0.77416, 2.84077], [-0.30365, -2.26146, 3.71711], [1.04058, -1.89027, 4.34553], [-1.14878, -3.06010, 4.70632], [-0.79446, 0.66176, 3.92896], [-0.98555, 0.62522, 5.30832], [-0.80617, 1.72402, 6.13740], [-1.02558, 1.64156, 7.62488], [-0.42477, 2.91604, 5.51452], [-0.22009, 3.00334, 4.15558], [-0.37746, 1.87864, 3.29338], [-0.15704, 1.92316, 1.96856], [0.21296, 3.15019, 1.37133], [-0.77493, 3.95609, 0.78609], [-2.22295, 3.60726, 0.98894], [-0.40386, 5.04694, 0.01072], [0.92977, 5.37870, -0.18813], [1.31818, 6.48441, -1.13043], [1.89419, 4.61306, 0.45265], [1.56114, 3.50787, 1.22896], [2.63648, 2.66601, 1.85590], [-4.67693, -1.10658, 4.04026], [-3.54165, 0.16224, 4.51161], [-3.23419, -1.50684, 4.97673], [-3.00202, -2.07724, 2.49629], [-3.28007, 0.93582, 2.07616], [-4.57877, -0.22991, 1.78753], [-3.09937, -0.29177, 0.81805], [-0.08818, -2.91847, 2.86686], [0.90170, -1.27112, 5.23311], [1.66975, -1.34399, 3.64511], [1.57743, -2.79788, 4.63821], [-1.33113, -2.50151, 5.62686], [-0.61355, -3.97375, 4.98508], [-2.11296, -3.35582, 4.29052], [-1.29171, -0.31186, 5.76309], [-1.25533, 0.61701, 7.92512], [-1.85701, 2.27145, 7.95779], [-0.14187, 1.95521, 8.18924], [-0.27835, 3.80868, 6.11856], [0.08523, 3.94728, 3.71924], [-2.45485, 2.62458, 0.57357], [-2.87193, 4.34247, 0.51127], [-2.46864, 3.55433, 2.05277], [-1.17763, 5.63424, -0.47584], [0.61058, 7.31581, -1.09179], [1.33748, 6.11361, -2.15877], [2.31268, 6.87062, -0.89855], [2.94428, 4.85249, 0.31090], [3.57668, 3.21899, 1.90232], [2.82285, 1.76229, 1.26595], [2.36424, 2.34756, 2.86336], [-3.04717, 1.40883, -4.50568], [2.51571, -2.08442, -4.81436], [3.66292, -1.59416, -4.19871], [3.58922, -0.46477, -3.38561], [2.38117, 0.20244, -3.15066], [1.24500, -0.30134, -3.80310], [1.30797, -1.41748, -4.62560], [2.16778, 1.60738, -1.84636], [1.85641, 3.10850, -3.00371], [2.87027, 3.95244, -3.46681], [2.60866, 4.99613, -4.34832], [1.31391, 5.21765, -4.80080], [0.28787, 4.39172, -4.35858], [0.56014, 3.36284, -3.46566], [2.56508, -2.96326, -5.44780], [4.61800, -2.08654, -4.36071], [4.49100, -0.09529, -2.90575], [0.27867, 0.17578, -3.65784], [0.40164, -1.76779, -5.10694], [3.64199, 1.85112, -1.53357], [3.88985, 3.78446, -3.13385], [3.41963, 5.63316, -4.68749], [1.10740, 6.02495, -5.49508], [-0.72940, 4.52712, -4.70814], [-0.26581, 2.73209, -3.15309]]}

***

# 3
{"formula": "C42H52PS5W", "method": "wB97M-V/def2-TZVPD", "multiplicity": 3, "energy_ha": -4030.7803, "total_charge": 1, "de_lowest_kcal_mol": 20.0, "symbols": ["W", "C", "C", "C", "C", "C", "C", "C", "C", "C", "C", "C", "C", "C", "C", "C", "C", "C", "C", "C", "C", "C", "P", "C", "C", "C", "C", "C", "C", "C", "C", "H", "H", "H", "H", "H", "H", "H", "H", "H", "H", "H", "H", "H", "H", "H", "H", "H", "H", "H", "H", "H", "H", "H", "H", "H", "H", "H", "H", "H", "H", "H", "H", "H", "H", "H", "H", "H", "H", "H", "H", "H", "H", "H", "H", "H", "S", "C", "S", "C", "C", "S", "S", "S", "C", "C", "C", "C", "C", "C", "C", "C", "C", "C", "H", "H", "H", "H", "H", "H", "H"], "xyz": [[-0.21736, 1.02636, -0.48940], [5.35738, -0.14298, -1.83659], [3.94222, -0.15944, -2.43765], [3.79797, -1.31126, -3.43029], [2.93406, -0.20554, -1.31585], [2.67233, 0.93622, -0.57034], [1.85816, 0.96061, 0.58384], [2.26429, 2.09972, 1.54920], [1.29859, 2.59876, 2.62565], [3.60008, 1.70771, 2.19660], [1.16605, -0.26969, 0.93906], [1.55746, -1.46984, 0.24687], [2.36410, -1.39424, -0.87901], [1.31278, -2.86117, 0.80037], [0.74759, -3.85428, -0.22699], [2.64769, -3.42050, 1.32677], [0.55565, -0.36302, 2.31456], [1.37962, -0.79954, 3.35063], [0.96617, -0.77191, 4.67081], [-0.30280, -0.31062, 4.97945], [-1.15989, 0.05550, 3.95653], [-0.75821, 0.02376, 2.61983], [-1.97384, 0.31725, 1.27354], [-2.86662, -1.36166, 1.21997], [-1.77394, -2.40015, 0.94341], [-3.57242, -1.77896, 2.50885], [-3.86394, -1.35001, 0.05412], [-3.24892, 1.66110, 1.81646], [-3.95030, 1.47542, 3.16636], [-4.36457, 1.72453, 0.75577], [-2.50257, 2.99339, 1.89483], [6.09693, -0.12209, -2.63724], [5.52675, -1.03608, -1.23181], [5.51213, 0.73221, -1.20337], [3.79054, 0.78157, -2.97123], [4.16752, -2.24382, -2.99793], [4.39025, -1.10874, -4.32197], [2.75996, -1.44754, -3.73590], [3.21116, 1.84615, -0.81816], [2.46763, 2.95801, 0.90417], [1.25730, 1.94169, 3.49144], [0.29852, 2.72921, 2.22701], [1.64003, 3.57540, 2.97251], [3.46537, 0.88367, 2.89570], [4.00458, 2.55749, 2.74714], [4.32929, 1.40656, 1.44288], [2.61585, -2.31308, -1.39250], [0.63368, -2.79126, 1.64670], [1.53115, -4.20614, -0.89966], [-0.04435, -3.42527, -0.83861], [0.35082, -4.72458, 0.29630], [3.35745, -3.55708, 0.51046], [2.47423, -4.39259, 1.79009], [3.11352, -2.76787, 2.06544], [2.37622, -1.14744, 3.11536], [1.64031, -1.09464, 5.45334], [-0.63421, -0.25540, 6.00793], [-2.16331, 0.36254, 4.20044], [-1.25429, -2.66685, 1.86278], [-1.04125, -2.03992, 0.22277], [-2.22580, -3.30857, 0.54076], [-2.92091, -1.70291, 3.37718], [-3.84704, -2.83121, 2.40120], [-4.48993, -1.22676, 2.69255], [-3.41898, -0.95189, -0.86178], [-4.75218, -0.76714, 0.28690], [-4.18967, -2.37297, -0.14537], [-4.46070, 0.52160, 3.25983], [-4.71165, 2.25613, 3.22846], [-3.29173, 1.62383, 4.01972], [-5.22308, 1.12598, 1.06010], [-4.05249, 1.39049, -0.22607], [-4.70809, 2.75581, 0.65416], [-1.80318, 3.00110, 2.73243], [-3.21967, 3.80030, 2.05993], [-1.97268, 3.21113, 0.97461], [-3.55404, 7.26651, -2.59180], [-2.77300, 5.88697, -2.22816], [-1.23068, 5.84219, -1.41329], [-1.08645, 4.09874, -1.35056], [-2.09627, 3.38438, -1.89874], [-2.14485, 1.67321, -1.97245], [-3.40430, 4.30382, -2.60083], [0.25928, 3.36692, -0.54555], [-1.13094, -2.94069, -4.31378], [-1.40412, -2.67238, -2.95818], [-0.90358, -1.53848, -2.38498], [-0.11593, -0.62125, -3.12109], [0.36566, 0.56277, -2.49690], [1.09052, 1.45034, -3.26616], [1.36348, 1.18055, -4.62439], [0.90240, 0.04541, -5.22769], [0.14401, -0.89051, -4.48833], [-0.38132, -2.07360, -5.05916], [-1.53251, -3.83854, -4.76479], [-2.01384, -3.36321, -2.38865], [-1.12025, -1.29488, -1.34291], [1.46491, 2.37750, -2.85936], [1.94024, 1.90447, -5.18707], [1.10103, -0.14449, -6.27557], [-0.19227, -2.28029, -6.10565]]}

***

# 4
{"formula": "C42H53As3N5SV", "method": "wB97M-V/def2-TZVPD", "multiplicity": 4, "energy_ha": -9955.1982, "total_charge": 1, "de_lowest_kcal_mol": 0.0, "symbols": ["V", "C", "N", "C", "C", "C", "C", "C", "C", "N", "C", "C", "C", "C", "C", "C", "N", "C", "C", "C", "C", "C", "N", "H", "H", "H", "H", "H", "H", "H", "H", "H", "H", "H", "H", "H", "H", "H", "H", "H", "H", "C", "As", "C", "C", "C", "C", "C", "As", "C", "C", "C", "As", "C", "C", "H", "H", "H", "H", "H", "H", "H", "H", "H", "H", "H", "H", "H", "H", "H", "H", "H", "H", "H", "H", "H", "H", "H", "H", "H", "H", "H", "S", "C", "C", "C", "C", "C", "C", "N", "C", "C", "C", "C", "C", "C", "C", "H", "H", "H", "H", "H", "H", "H", "H"], "xyz": [[12.64048, 9.53919, 11.25959], [9.49517, 9.70506, 12.09911], [10.79546, 9.08616, 12.60978], [11.23667, 9.63869, 13.90432], [11.77201, 11.02128, 13.66519], [11.39510, 12.09581, 14.51309], [12.13285, 13.29484, 14.46515], [13.04640, 13.46893, 13.38333], [13.29302, 12.37669, 12.54734], [12.71040, 11.16156, 12.71218], [10.69752, 7.60367, 12.53176], [10.78559, 7.20586, 11.07666], [9.99535, 6.23250, 10.46901], [10.42974, 5.75503, 9.20359], [11.65556, 6.25901, 8.67002], [12.37357, 7.18063, 9.41459], [11.90054, 7.74778, 10.48840], [9.67979, 10.19583, 10.70486], [8.64543, 10.27612, 9.75530], [8.90061, 10.86650, 8.50513], [10.18074, 11.43198, 8.30339], [11.14156, 11.32973, 9.27295], [10.98736, 10.55218, 10.32132], [9.11797, 10.55880, 12.74972], [8.62494, 9.03668, 12.17809], [12.01186, 8.97658, 14.31384], [10.40082, 9.63867, 14.60360], [10.49243, 12.00840, 15.24661], [12.03108, 14.10464, 15.16502], [13.62738, 14.40580, 13.32649], [14.00090, 12.49254, 11.75674], [9.71740, 7.13832, 12.84986], [11.52701, 7.19452, 13.14472], [9.11806, 5.80219, 10.92670], [9.95679, 4.84918, 8.76314], [11.99484, 5.92307, 7.67150], [13.37172, 7.54580, 9.15077], [7.58012, 9.85468, 10.02203], [8.07434, 10.87845, 7.77435], [10.45576, 11.87806, 7.31705], [12.08486, 11.80771, 9.06006], [8.45893, 17.62007, 14.20063], [8.88938, 16.91335, 12.38937], [7.54583, 15.46885, 12.14758], [8.12053, 18.32392, 11.24952], [8.35389, 18.21739, 9.70697], [7.76161, 16.95190, 9.04342], [9.88047, 18.35208, 9.50653], [11.17229, 17.10216, 10.37278], [11.32912, 15.82004, 8.84690], [12.63708, 18.38836, 9.89197], [7.62308, 19.52577, 9.20261], [7.77751, 20.19166, 7.33702], [5.84129, 20.24091, 7.12871], [8.11190, 18.59170, 6.06783], [7.38239, 17.71705, 14.30500], [8.94420, 18.62294, 14.39464], [8.87683, 16.89260, 14.90936], [6.60342, 15.79370, 12.58765], [7.91870, 14.63401, 12.82350], [7.52022, 15.16962, 11.09924], [8.58848, 19.19793, 11.70227], [7.05135, 18.25715, 11.49170], [8.18747, 16.09763, 9.52935], [8.01755, 16.87776, 7.95122], [6.66880, 16.95872, 9.21611], [10.23760, 19.29590, 9.99902], [10.13082, 18.40323, 8.40667], [11.26549, 16.28255, 7.86627], [10.46377, 15.13269, 8.90008], [12.25405, 15.26648, 8.97389], [12.54754, 18.77487, 8.84216], [13.59202, 17.87105, 9.94886], [12.71144, 19.23620, 10.58984], [8.00189, 20.43305, 9.71318], [6.52771, 19.53979, 9.34596], [5.40659, 20.89918, 7.92004], [5.43476, 19.20189, 7.29514], [5.58027, 20.58724, 6.11104], [8.96240, 18.00814, 6.41875], [8.29641, 19.02367, 5.08769], [7.23988, 17.95068, 6.11604], [16.26127, 10.68899, 12.45223], [15.85548, 9.46621, 13.66097], [16.19440, 9.37081, 15.05796], [15.67390, 8.29909, 15.71693], [14.88988, 7.25786, 15.10125], [14.58142, 7.31466, 13.75976], [14.97571, 8.51930, 13.09925], [14.50930, 8.84593, 11.78294], [15.17772, 9.92955, 11.31678], [14.83052, 10.36791, 9.95816], [15.50870, 11.28585, 9.10175], [15.25018, 11.28928, 7.74538], [14.25708, 10.41408, 7.25887], [13.42050, 9.76720, 8.13806], [13.64047, 9.71664, 9.52497], [16.89615, 10.04460, 15.51558], [15.92364, 8.17075, 16.74514], [14.53411, 6.46775, 15.68844], [13.95434, 6.59894, 13.24675], [16.28460, 11.87252, 9.54296], [15.80182, 11.90666, 7.02440], [13.99745, 10.26231, 6.18187], [12.61014, 9.17175, 7.71776]]}